Entry 1:
Entry from the OMol25 dataset: the molecule C5H7NO2 at a distorted geometry (ωB97M-V/def2-TZVPD).

Structure (XYZ):
```
15
Properties=species:S:1:pos:R:3:forces:R:3:mulliken_charge:R:1
O -0.72737 1.25068 0.93933 -0.77 -0.45 -1.21 -0.36
H -1.79996 -1.39878 -0.59306 -2.23 2.13 -0.42 0.18
O -3.52232 0.17455 -0.44116 8.84 -2.39 1.12 -0.53
C 1.04830 0.11043 -0.03473 -0.39 -0.67 1.65 0.66
H 0.04618 -1.22289 1.79173 1.42 1.85 -2.13 0.26
C 0.01929 -0.76514 0.67246 -0.19 -5.54 1.37 -0.82
H -0.13245 -1.80014 0.22590 0.36 1.16 -0.27 0.37
C -2.24378 -0.30382 -0.25796 -5.09 -1.56 0.09 0.26
C 0.24611 1.34495 -0.18500 -1.54 2.68 -0.37 -0.32
H 0.57912 2.51673 -0.22464 -0.26 -3.31 0.23 0.32
C 2.26685 -0.19977 -0.40594 1.29 -2.38 0.20 -0.90
H 2.82650 -1.19923 -0.44902 -1.65 1.14 0.60 0.24
H -0.34254 1.08835 -1.13491 0.54 1.04 0.96 0.20
H 2.97145 0.53172 -0.61888 0.77 1.69 -0.97 0.31
N -1.23539 -0.12762 0.71588 -1.11 4.62 -0.85 0.13
```
Forces are in eV/Å.

DFT total energy (eV): -10877.267
ΔE to the lowest compared entry with this formula, charge and spin (eV): 6.351
HOMO (eV): -9.98
Orbital gap (eV): 10.1



Entry 2:
Entry from the OMol25 dataset: the molecule C4H8O2 (ωB97M-V/def2-TZVPD).

Structure (XYZ):
```
14
Properties=species:S:1:pos:R:3:forces:R:3:mulliken_charge:R:1
H 1.57020 -1.49322 -1.28966 0.06 0.11 0.00 0.27
C 1.63149 -0.45034 -0.95267 0.22 -0.11 -0.07 -0.71
H 2.01429 -0.44392 0.07856 -0.13 0.06 -0.21 0.31
C -0.57652 -0.44372 -0.21210 -0.07 -0.07 0.02 -0.07
H 2.31929 0.10180 -1.59614 -0.12 -0.08 0.06 0.24
O 0.36334 0.17152 -1.04921 -0.04 -0.04 -0.01 -0.39
H 0.49817 0.35311 1.62431 -0.05 -0.27 -0.25 0.31
H -0.54990 1.87143 -0.56362 -0.15 0.13 0.12 0.36
O -1.28185 1.88157 0.07556 0.40 0.31 0.10 -0.57
H -2.43779 0.39795 0.86662 0.09 -0.24 -0.64 0.35
H -0.77461 -0.96649 1.90047 0.16 0.17 0.19 0.24
H -0.94995 -1.39503 -0.60254 0.06 0.20 0.29 0.38
C -0.37268 -0.18965 1.25962 -0.07 0.11 0.23 -0.69
C -1.42758 0.57190 0.49732 -0.36 -0.27 0.18 -0.02
```
Forces are in eV/Å.

DFT total energy (eV): -8370.797
ΔE to the lowest compared entry with this formula, charge and spin (eV): 2.485
HOMO (eV): -9.29
Orbital gap (eV): 10.3



Entry 3:
Entry from the OMol25 dataset: C15H25Cl2NNaO5P2S2Te as an isolated structure at a distorted geometry (ωB97M-V/def2-TZVPD).

Structure (XYZ):
```
54
Properties=species:S:1:pos:R:3:forces:R:3:mulliken_charge:R:1
C 3.95480 2.07894 -0.81305 -0.29 -0.40 -0.35 0.25
H 3.33937 1.67268 -0.03841 -0.57 -0.14 0.42 -0.25
C 2.17736 2.56429 3.36824 -0.66 -0.41 0.22 -0.08
Cl 5.04163 0.76460 -1.26963 0.19 -0.09 -0.25 -0.18
C -3.12469 -2.37238 -1.67192 0.07 0.29 0.22 -0.50
C 1.59114 -3.70625 0.09200 -0.35 -0.32 -0.19 -1.09
C 1.56001 -3.89415 -2.77530 -0.44 -0.16 0.00 -1.09
H 2.02481 -3.49156 -3.68921 -0.43 -0.01 0.20 0.33
H 4.08753 -4.04463 -1.33152 0.20 0.16 0.08 0.34
H -5.75363 -0.50197 0.50662 -0.35 0.02 0.10 0.46
S -0.87242 -0.51181 -3.05319 0.11 -0.01 -0.46 -0.39
H 1.94797 -4.91946 -2.65957 -0.10 0.26 0.21 0.36
H 4.23253 -2.33228 -0.71666 0.50 0.02 0.73 0.31
H -1.84245 2.28950 1.24280 0.68 0.14 0.17 0.24
C -4.00860 -3.09250 -0.89242 -0.31 -0.10 0.25 -0.66
O -3.83955 2.13241 -0.18562 -0.17 -0.35 -0.48 -0.61
P 0.81365 0.94648 1.89791 -1.81 -2.13 -0.10 -0.35
O -5.26690 1.71047 -2.16268 -0.16 0.11 0.08 -0.71
O 1.11167 1.59608 3.32626 0.63 -0.02 -0.21 -0.20
H 0.50984 -3.92259 0.06413 0.42 -0.02 0.18 0.31
H 4.55917 2.87898 -0.43424 0.11 0.59 -0.26 0.37
H -1.19045 3.38928 -0.81521 0.17 0.33 0.19 0.18
H -3.94384 -4.17900 -0.86845 -0.09 0.22 0.04 0.37
P 1.99976 -2.74762 -1.39394 0.20 0.32 -0.63 0.73
H 2.75998 4.11466 4.63363 -0.27 -0.22 0.46 0.38
C 2.04199 3.27564 4.68471 1.31 0.11 0.21 -1.29
H 1.04817 3.67519 4.75992 -0.47 0.18 0.22 0.32
C -4.23742 -0.36716 -0.98412 0.79 -0.03 -0.07 0.16
H 2.27183 2.62093 5.56287 -0.22 0.53 -0.81 0.28
H 1.80160 -3.11714 0.97826 -0.06 0.13 0.13 0.29
H 2.03823 3.23175 2.52737 0.04 0.47 -0.16 0.26
H -0.12151 4.53731 0.11871 -0.03 -0.07 -0.25 0.35
C -4.95151 -2.42029 -0.11617 -1.05 -0.48 0.60 -0.34
C -2.33388 0.01461 -2.38508 -0.51 0.18 0.31 0.23
C -5.07256 -1.03684 -0.12726 0.28 -0.22 -0.35 -0.72
C -0.92753 2.91915 1.23603 -0.37 -0.58 0.69 -0.10
H 2.18664 -4.62080 0.11158 -0.18 -0.18 0.10 0.37
O 0.24514 2.12304 0.98923 0.03 0.77 -0.50 0.34
Te -1.02392 -0.63351 2.19114 0.79 0.46 -0.17 -0.41
H -5.69501 -2.96328 0.49718 0.75 0.09 -0.32 0.31
H 0.45251 -3.93523 -2.87601 0.75 0.08 -0.16 0.21
N -2.77129 1.25497 -2.33186 -0.08 -0.64 0.59 -0.57
H 4.20275 -2.58653 -2.41108 -0.18 -0.40 0.23 0.34
Cl 2.87799 2.58269 -2.16084 0.48 -0.07 0.52 -0.18
Na 0.55927 0.11283 -0.90574 0.15 -0.12 0.29 0.56
C -1.01706 3.91062 0.13838 -0.03 0.22 -0.56 -1.20
H -2.34098 -2.83368 -2.22548 0.46 -0.35 -0.35 0.53
H -0.80943 3.42442 2.20591 -0.08 -0.23 -0.07 0.16
S -4.12856 1.34102 -1.36481 0.53 0.76 -0.14 1.20
H 3.12884 2.06788 3.23350 0.30 -0.21 0.10 0.32
C -3.22616 -0.99808 -1.69123 -0.25 0.56 -0.08 0.41
O 1.98200 0.44926 1.09933 0.29 0.33 0.29 -0.53
H -1.87237 4.54084 0.34052 -0.30 0.24 -0.12 0.41
C 3.82356 -2.99172 -1.45553 -0.41 0.41 -0.80 -1.26
```
Forces are in eV/Å.

DFT total energy (eV): -104697.220
ΔE to the lowest compared entry with this formula, charge and spin (eV): 0.000
Charge: -1
HOMO (eV): -4.35
Orbital gap (eV): 6.3



Entry 4:
Entry from the OMol25 dataset: a 18-piece molecular cluster, C4H44NO23P overall at a distorted geometry (ωB97M-V/def2-TZVPD).

Structure (XYZ):
```
73
Properties=species:S:1:pos:R:3:forces:R:3:mulliken_charge:R:1
H 5.65823 0.22594 -2.38240 -0.13 0.08 -0.12 0.32
H 4.29133 2.62628 -1.82031 -0.08 0.03 0.10 0.35
O -5.03572 -4.81690 7.21545 -0.10 0.17 0.23 -0.58
H -0.10144 -4.24510 5.63579 0.02 -0.01 -0.11 0.31
H -0.66637 0.43861 -1.40261 0.92 1.01 1.12 -0.07
O -0.30819 -0.17119 -6.71419 -0.23 0.04 -0.05 -0.58
H -0.52837 -0.71628 -7.47916 0.09 -0.02 0.13 0.28
H -5.15056 -4.05213 7.79226 0.04 -0.09 -0.07 0.29
H 3.71916 4.07138 -5.52224 0.03 -0.12 0.07 0.31
H -2.66484 -3.69669 6.03134 -0.11 -0.11 -0.09 0.30
H 6.69435 1.33928 -2.41630 -0.08 -0.07 -0.06 0.30
O -3.28573 -1.30180 -2.02798 0.07 1.03 2.72 -0.51
O -2.55164 -4.46170 5.45562 0.14 0.07 -0.10 -0.59
C 1.04057 0.48761 0.15198 -0.55 -0.02 -0.63 -0.27
O -1.93742 0.86570 1.78147 -0.70 1.36 -3.72 -0.48
O 2.98457 1.74976 -3.12520 0.08 -0.11 -0.18 -0.45
H 6.08680 6.92441 -1.44024 0.07 -0.09 -0.08 0.31
O -3.11018 0.74907 -0.19010 1.39 -1.57 -0.74 -0.19
C 1.55576 -0.88655 -0.49005 0.55 0.46 -1.06 -0.06
H 1.83564 -0.56745 4.04230 0.04 0.00 -0.16 0.29
H -5.37569 -7.27149 4.04691 0.03 0.08 0.10 0.30
O 0.67830 -3.70134 5.45743 -0.21 0.10 0.14 -0.62
H -4.32947 2.90924 0.70259 -0.12 0.05 0.05 0.31
H 0.56582 -2.93619 6.03328 0.06 -0.11 -0.05 0.31
O 4.77940 3.32537 -1.36038 0.13 0.33 -0.10 -0.64
O 6.20086 6.16066 -2.01746 -0.24 -0.05 0.04 -0.64
H 0.38968 1.91953 -1.54002 -0.58 -0.90 1.37 0.31
H 3.76516 1.89459 -3.68089 -0.07 0.08 -0.08 0.34
O 4.43375 3.47235 -5.27539 0.06 0.17 0.04 -0.62
H 0.58650 0.26090 1.17056 0.52 0.40 -1.29 0.16
H 2.78804 -2.21536 -4.57881 0.10 0.03 0.10 0.26
C -2.00302 1.19830 0.59111 1.90 -0.48 3.75 0.58
O -1.00843 2.00931 0.02416 -2.39 -1.88 0.02 -0.30
O -1.61352 -1.48384 0.03371 -2.89 1.72 -1.51 -0.47
H 2.39348 -0.92927 -3.86785 0.01 -0.16 0.15 0.27
H 3.32983 -0.84040 4.11465 -0.03 0.02 -0.14 0.29
O -4.45067 3.77406 1.11475 0.22 -0.27 0.01 -0.65
O 5.90830 1.01840 -2.87434 0.25 -0.08 0.07 -0.62
H 2.37416 -0.62968 -1.26130 -1.27 -0.21 1.03 0.00
O -2.31874 -2.51390 2.71386 0.21 -0.09 0.09 -0.67
O 2.64430 -0.51454 3.51912 0.01 -0.04 0.23 -0.58
H -2.15928 -3.23231 3.34139 -0.30 0.01 0.06 0.32
H -0.24365 1.08557 -3.88967 0.20 0.03 0.06 0.24
H 2.49810 1.05276 -3.58330 -0.15 0.25 0.20 0.10
H -5.81259 -5.36068 7.39098 0.14 -0.04 -0.18 0.29
H 1.56856 -2.63524 0.68833 0.28 0.75 0.13 0.25
H -4.42769 3.58672 2.06190 -0.08 0.08 -0.07 0.34
H -3.33270 -5.00604 5.63428 -0.03 0.11 0.16 0.30
H -2.41098 4.55776 1.51494 -0.04 0.18 0.01 0.33
H 0.14642 -0.20264 -4.60320 0.02 0.12 -0.12 0.24
O 0.36784 0.34143 -3.83325 -0.13 -0.26 -0.12 -0.48
H -1.59434 4.35265 2.78373 0.09 0.10 -0.11 0.32
H -1.43824 -2.28827 2.38496 -0.19 0.14 -0.23 0.27
H 0.73392 -1.40726 -1.09825 1.05 0.75 1.15 0.21
H 5.42783 5.60905 -1.83119 0.04 0.03 0.08 0.34
H -2.43164 -1.53436 -2.45965 -0.52 0.20 0.66 0.36
O -4.13218 -1.71315 0.59482 1.83 2.16 -2.58 -0.43
O -1.86136 5.03274 2.15396 -0.06 -0.25 0.10 -0.64
H 5.08765 4.04772 -4.85948 -0.03 -0.09 -0.06 0.31
O -4.88895 -6.57973 4.51019 0.13 -0.09 -0.17 -0.62
H -5.05926 2.94448 -2.11850 0.06 0.07 -0.11 0.32
P -2.98255 -0.95712 -0.41008 1.92 -2.89 1.94 0.73
H 1.91425 1.21577 0.25430 -1.20 -1.02 0.09 0.34
O 3.00655 -1.67303 -3.81168 -0.15 0.05 -0.22 -0.59
H 2.53589 -1.37361 1.31751 -0.54 -0.46 -0.53 0.25
H 5.55615 3.46825 -1.91314 -0.04 -0.19 0.12 0.30
C -0.07390 1.20170 -0.77599 1.00 -0.75 -1.12 -0.06
H -3.59191 -1.95871 1.39682 -0.05 -0.02 -0.31 0.40
N 2.16983 -1.83551 0.47311 -0.40 0.40 -0.18 -0.63
H -4.10383 -6.44207 3.96553 -0.10 0.00 0.02 0.31
O -4.24585 2.99379 -2.63476 0.02 -0.14 0.20 -0.65
H -3.56613 2.66731 -2.03215 -0.04 0.05 -0.08 0.32
H -0.91996 0.57312 -6.77355 0.11 -0.04 -0.01 0.31
```
Forces are in eV/Å.

DFT total energy (eV): -62735.159
HOMO (eV): -8.23
Orbital gap (eV): 8.0



HOMO of number 1 (C5H7NO2)?
-9.98 eV



The lowest orbital gap belongs to which entry?
C15H25Cl2NNaO5P2S2Te